Molecular formula: C32H41FeN4O4S2Si
Method: DFT, ωB97M-V/def2-TZVPD

Cartesian coordinates (Å):
Fe: -1.4021 -0.6797 -1.1722
C: -2.9642 4.2568 -2.1087
S: -1.4182 3.7253 -2.8638
C: -1.3310 2.0215 -2.3989
S: -2.4316 1.3310 -1.2247
N: -0.3883 1.3705 -2.9822
N: -0.3156 0.0765 -2.5483
C: 0.6024 -0.7187 -3.0844
C: 0.6036 -2.0383 -2.6152
C: 1.4127 -3.0897 -3.1136
C: 1.2722 -4.3500 -2.6097
C: 0.3235 -4.5927 -1.5864
C: -0.4390 -3.5378 -1.1435
N: -0.3219 -2.2914 -1.6165
H: -3.0865 5.3019 -2.3942
H: -2.9212 4.1783 -1.0246
H: -3.8070 3.6772 -2.4788
H: 1.2752 -0.3511 -3.8495
H: 2.1258 -2.8735 -3.8995
H: 1.8828 -5.1598 -2.9911
H: 0.1777 -5.5790 -1.1700
H: -1.2057 -3.6608 -0.3878
C: 1.7626 1.6620 2.2113
C: 1.5535 1.0616 0.8447
O: 1.0452 1.6509 -0.0646
O: 2.0092 -0.1976 0.6500
H: 2.8244 1.8548 2.3696
H: 1.4147 0.9843 2.9885
H: 1.2073 2.5933 2.2711
O: -0.8048 -0.2119 2.0781
C: -1.4346 0.1893 3.0307
C: -2.4631 -0.6309 3.7569
C: -3.8410 0.0173 3.4609
C: -3.9189 0.8230 2.1458
C: -3.4016 2.2724 2.1976
C: -1.8853 2.4115 2.3336
N: -1.3977 1.5344 3.4175
H: -2.2675 -0.6496 4.8332
H: -2.4222 -1.6476 3.3774
H: -4.1330 0.6712 4.2908
H: -4.5773 -0.7873 3.4221
H: -4.9695 0.8608 1.8482
H: -3.4022 0.2776 1.3516
H: -3.8900 2.7896 3.0352
H: -3.7081 2.7856 1.2822
H: -1.6039 3.4439 2.5496
H: -1.3858 2.1118 1.4121
H: -1.9719 1.6711 4.2413
C: 1.5455 -2.4119 2.4500
Si: 2.7782 -1.4208 1.4806
C: 3.6156 -2.4206 0.1587
C: 4.1078 -0.7284 2.6202
C: 5.2440 -0.1239 2.0746
C: 6.2294 0.4247 2.8822
C: 6.1011 0.3696 4.2639
C: 4.9893 -0.2388 4.8277
C: 4.0059 -0.7808 4.0102
H: 1.9893 -3.3311 2.8409
H: 0.7109 -2.6706 1.7958
H: 1.1295 -1.8393 3.2793
H: 4.4708 -2.9658 0.5631
H: 3.9639 -1.7727 -0.6480
H: 2.9200 -3.1384 -0.2771
H: 5.3571 -0.0707 0.9963
H: 7.0962 0.8965 2.4361
H: 6.8668 0.7986 4.8984
H: 4.8854 -0.2872 5.9047
H: 3.1389 -1.2455 4.4669
C: -4.9139 -1.1246 -1.0230
C: -3.9966 -1.8519 -0.0782
O: -2.7158 -1.8469 -0.2888
C: -4.5323 -2.5962 0.9995
C: -5.9194 -2.5815 1.3277
C: -6.4070 -3.2920 2.4041
C: -5.5631 -4.0683 3.2040
C: -4.2026 -4.1204 2.8800
C: -3.6945 -3.4119 1.8145
H: -4.3306 -0.6497 -1.8078
H: -5.4916 -0.3445 -0.5146
H: -5.6335 -1.8130 -1.4794
H: -6.6043 -1.9915 0.7318
H: -7.4669 -3.2456 2.6306
H: -5.9550 -4.6251 4.0455
H: -3.5325 -4.7296 3.4781
H: -2.6391 -3.4548 1.5771

Computed properties:
**Total charge**: -1
**Lowest unoccupied orbital energy (alpha / beta)**: 2.4 / 2.4 eV
**Energy relative to the best compared isomer or geometry (same formula, charge and spin)**: 4.9 kJ/mol
**Multiplicity**: 5